# 1
C52H92O28 | the ωB97M-V functional and the def2-TZVPD basis

```
172
Properties=species:S:1:pos:R:3:lowdin_charge:R:1
C -11.69805 17.64850 14.85792 -0.03
O -12.43812 16.91372 13.91985 0.00
C -13.73424 16.68752 13.92444 -0.52
O -14.44353 15.95020 13.19307 0.08
O -14.28578 17.45337 14.92572 -0.06
C -15.68438 17.72133 14.92486 -0.05
H -12.17745 17.45400 15.81732 0.10
H -11.70912 18.67899 14.50286 0.10
H -10.65118 17.34567 14.83690 0.10
H -15.95859 18.31845 15.79456 0.09
H -16.28977 16.81494 14.91759 0.09
H -15.92620 18.30524 14.03678 0.10
C -15.70758 6.93846 5.19560 -0.08
O -14.49357 7.59196 5.34050 -0.02
C -13.33921 7.30094 4.63143 -0.58
O -13.21348 6.42483 3.80098 0.12
O -12.41592 8.06790 5.10091 0.04
C -11.15408 8.09825 4.45692 -0.05
H -15.64352 6.08065 4.52615 0.10
H -16.57335 7.54654 4.93333 0.09
H -15.96924 6.61499 6.20308 0.09
H -10.58748 7.20380 4.19805 0.10
H -10.43615 8.62315 5.08712 0.09
H -11.08493 8.75707 3.59132 0.09
C -4.79316 19.34735 5.44502 -0.04
O -5.19713 20.39897 6.35299 -0.02
C -5.12645 20.24528 7.70163 -0.57
O -4.71265 19.18868 8.21475 0.08
O -5.64132 21.27818 8.31187 0.02
C -5.74893 21.28530 9.72297 -0.03
H -3.84671 18.94565 5.80692 0.09
H -4.48279 19.73590 4.47508 0.09
H -5.51612 18.54558 5.29464 0.09
H -4.78322 21.32611 10.22680 0.10
H -6.27237 20.38746 10.05162 0.10
H -6.32782 22.16284 10.01088 0.10
C -4.61712 11.10646 2.53206 -0.04
O -4.23360 11.34867 1.18370 -0.04
C -4.66423 10.51455 0.18644 -0.51
O -5.49090 9.63631 0.33997 0.12
O -3.97658 10.81436 -0.97091 -0.02
C -4.32014 10.28159 -2.20004 -0.09
H -4.66846 10.03248 2.71098 0.10
H -5.60893 11.55343 2.60021 0.10
H -3.89894 11.60533 3.18280 0.10
H -5.38544 10.23941 -2.42683 0.10
H -3.90998 9.27228 -2.23421 0.10
H -3.93246 10.81545 -3.06769 0.09
C -4.74561 14.63687 14.64365 -0.16
C -5.43463 13.67948 15.56887 -0.18
C -6.65981 13.11717 14.80070 -0.22
O -6.18707 13.09734 13.49632 -0.15
C -5.21020 14.12962 13.21886 -0.15
H -3.66538 14.63732 14.78936 0.10
H -5.08342 15.66350 14.78512 0.10
H -5.84107 14.18742 16.44345 0.10
H -4.82203 12.84957 15.92110 0.11
H -7.49102 13.81600 14.89463 0.11
H -6.99540 12.14137 15.15184 0.12
H -5.53119 14.94122 12.56589 0.11
H -4.28030 13.77797 12.77194 0.11
C -3.99133 8.53431 10.29917 -0.21
C -2.94847 7.57442 9.76208 -0.14
C -3.34546 7.34337 8.23081 -0.16
O -4.39370 8.29557 8.07406 -0.17
C -4.48429 9.27644 9.13051 -0.21
H -3.59614 9.18707 11.07752 0.11
H -4.85682 8.06091 10.76278 0.11
H -3.04151 6.63527 10.30747 0.10
H -1.95022 8.01215 9.76201 0.10
H -3.62917 6.32959 7.94825 0.11
H -2.55723 7.70466 7.57032 0.10
H -5.49858 9.66948 9.20013 0.12
H -3.80684 10.08708 8.86221 0.12
C -17.96212 12.23656 3.00282 -0.17
C -18.59201 11.72480 1.67215 -0.13
C -17.31386 11.46998 0.86098 -0.26
O -16.46756 12.47736 1.25503 -0.13
C -16.56541 12.64034 2.66646 -0.21
H -17.95965 11.52965 3.83250 0.11
H -18.54276 13.10636 3.31008 0.10
H -19.00597 12.58073 1.13913 0.11
H -19.26327 10.86867 1.73957 0.11
H -17.48954 11.45650 -0.21469 0.12
H -16.92810 10.46821 1.05007 0.12
H -16.21087 13.55489 3.14185 0.12
H -15.88410 11.90782 3.09928 0.11
C -10.51708 15.39760 5.32753 -0.19
C -10.30040 14.67771 6.61933 -0.20
C -9.88347 15.73239 7.60027 -0.20
O -10.41439 16.94081 7.08594 -0.13
C -10.97275 16.70676 5.79249 -0.23
H -11.16691 14.87255 4.62742 0.12
H -9.54871 15.58567 4.86386 0.12
H -9.60171 13.85145 6.48808 0.11
H -11.16704 14.14035 7.00440 0.11
H -8.79401 15.75407 7.57358 0.12
H -10.36032 15.52871 8.55904 0.12
H -10.67611 17.49744 5.10332 0.12
H -12.05649 16.66852 5.90265 0.12
O -15.47922 16.12826 -3.71109 0.05
C -15.32631 16.60751 -2.54781 -0.44
O -16.44007 16.92062 -1.82734 0.01
C -16.09240 17.60591 -0.57871 -0.12
C -14.61240 17.96919 -0.86622 -0.17
C -14.06536 16.94334 -1.84187 -0.07
H -16.12059 16.89156 0.24409 0.12
H -16.71594 18.48136 -0.39735 0.12
H -14.04848 18.08631 0.05920 0.11
H -14.67102 18.98168 -1.26563 0.12
H -13.77306 16.03429 -1.31623 0.14
H -13.31890 17.36435 -2.51539 0.14
O -11.16785 7.94071 -3.18401 0.04
C -11.26109 9.14411 -2.75983 -0.40
O -10.75072 10.16493 -3.50711 0.01
C -10.95125 11.42025 -2.87455 -0.15
C -11.07762 10.99668 -1.38495 -0.15
C -11.84164 9.68119 -1.46791 -0.08
H -11.74030 12.00633 -3.34572 0.13
H -10.05876 12.04013 -2.95999 0.12
H -11.57748 11.68446 -0.70290 0.11
H -10.08460 10.79123 -0.98522 0.12
H -12.91427 9.85995 -1.54283 0.13
H -11.56520 9.05284 -0.62125 0.13
O -10.45688 23.36433 -1.65147 0.11
C -9.78969 23.59997 -0.65624 -0.53
O -8.59348 24.12049 -0.63111 0.05
C -7.88234 23.91205 0.57229 -0.16
C -8.75591 22.92656 1.36084 -0.14
C -10.14411 23.27618 0.74868 -0.07
H -7.87570 24.82895 1.16165 0.13
H -6.88414 23.49580 0.43653 0.13
H -8.63704 23.03672 2.43872 0.11
H -8.44586 21.89443 1.19746 0.11
H -10.57750 24.17500 1.18731 0.13
H -10.82230 22.42303 0.73163 0.13
O -8.08485 16.78185 -0.93333 0.09
C -7.27864 17.28791 -1.69302 -0.53
O -7.62603 18.14235 -2.61107 0.05
C -6.61430 18.73436 -3.33623 -0.15
C -5.38679 17.82523 -2.99362 -0.13
C -5.82756 16.99643 -1.77193 -0.07
H -6.50634 19.76351 -2.99373 0.13
H -6.71122 18.65923 -4.41931 0.13
H -4.56321 18.47197 -2.69109 0.10
H -4.94515 17.22594 -3.78980 0.11
H -5.41789 17.32851 -0.81799 0.13
H -5.80169 15.93239 -2.00696 0.13
O -14.18755 6.74323 10.72473 0.09
C -13.38777 7.58470 11.13939 -0.41
O -12.33093 7.22511 11.97509 0.00
C -11.31466 8.20963 12.02887 -0.18
C -11.80497 9.36462 11.14415 -0.15
C -13.32562 9.08770 10.94868 -0.07
H -10.35862 7.86064 11.63858 0.12
H -11.21922 8.57854 13.05008 0.12
H -11.32509 9.25535 10.17159 0.11
H -11.65724 10.36386 11.55379 0.11
H -13.76438 9.41600 10.00645 0.12
H -13.74943 9.65831 11.77506 0.12
O -11.96914 22.59232 11.70745 0.09
C -12.77794 22.25922 10.84450 -0.48
O -14.09111 22.10751 11.07025 0.03
C -14.79869 21.65252 9.89829 -0.16
C -13.85867 22.00252 8.76526 -0.15
C -12.46341 21.86860 9.42741 -0.07
H -15.79330 22.09119 9.81824 0.13
H -14.97789 20.57944 9.96537 0.12
H -14.07288 23.04530 8.53106 0.12
H -13.96215 21.35240 7.89650 0.12
H -11.67613 22.45805 8.95748 0.13
H -12.18105 20.81984 9.51945 0.13
```

The value obtained for the LUMO energy is -0.20 eV. The value obtained for the energy above the lowest of the compared OMol25 structures with the same formula, charge and spin is 145.6 kcal/mol. As for the total energy: -112738.92888 eV.

=====

# 2
C19H37GaNO3SSi | the ωB97M-V functional and the def2-TZVPD basis

```
63
Properties=species:S:1:pos:R:3:lowdin_charge:R:1
C -0.55896 1.06975 -5.10221 -0.19
C 0.83044 0.91431 -4.83305 -0.20
C 1.02641 0.98558 -3.44151 -0.23
C -0.23539 1.16219 -2.83503 -0.27
C -1.21656 1.23887 -3.85604 -0.21
Ga -0.51050 -1.58050 -2.69400 0.53
N -3.18964 0.05759 -1.86650 -0.06
C 0.79133 -2.51136 -3.46856 -0.52
C 2.16737 -2.11318 -3.82194 -0.07
H 1.97792 0.89316 -2.90950 0.07
H 1.62546 0.83444 -5.58258 0.07
H -0.44076 1.26581 -1.74715 0.06
H -2.28090 1.41068 -3.69136 0.06
H -1.02906 1.12122 -6.07642 0.06
H 2.29491 -1.81965 -4.86346 0.04
H 0.73514 -3.48343 -2.90460 0.07
H -3.52436 -0.58835 -2.65064 0.08
H 2.98766 -2.63531 -3.31471 0.04
H 0.17987 -2.44495 -4.45256 0.06
C 1.75117 3.44995 1.90173 -0.05
C 2.01039 2.10928 1.21571 -0.63
C 2.62532 2.33046 -0.15884 -0.04
C 2.94426 1.27699 2.08382 -0.04
O 0.70888 1.45769 1.05668 -0.15
Si 0.09210 -0.03244 0.65077 -0.15
S 0.96434 -1.10457 -0.83029 0.46
O 0.00642 -0.82341 2.08478 -0.17
C 0.49199 -1.91699 2.90465 -0.63
C 1.44982 -2.80031 2.11871 -0.07
C 1.18637 -1.31240 4.12053 -0.04
C -0.72088 -2.71837 3.36770 -0.05
O -1.40908 0.30828 0.03144 -0.19
C -2.74450 0.39712 0.50967 -0.58
C -3.64365 -0.11528 -0.58625 -0.45
C -2.93277 -0.46051 1.75483 -0.03
C -3.09783 1.86925 0.68001 -0.02
H 2.69209 4.00657 2.01635 0.08
H 1.33117 3.30477 2.90414 0.08
H 1.06427 4.07211 1.31823 0.09
H 3.57296 2.88023 -0.04661 0.08
H 2.83003 1.37379 -0.65350 0.07
H 1.95889 2.93012 -0.79066 0.09
H 2.55643 1.19174 3.10610 0.07
H 3.10758 0.27780 1.65981 0.08
H 3.92166 1.78205 2.14533 0.09
H 2.34603 -2.24471 1.81530 0.07
H 1.76612 -3.63195 2.76856 0.08
H 0.96896 -3.21367 1.22318 0.06
H 0.50225 -0.65185 4.66980 0.09
H 1.50258 -2.11525 4.80214 0.08
H 2.07821 -0.74534 3.82903 0.06
H -1.41722 -2.07961 3.92616 0.08
H -1.24395 -3.16765 2.51483 0.09
H -0.39975 -3.52993 4.03509 0.08
H -3.23622 -1.10466 -0.90350 0.13
H -4.60529 -0.45483 -0.29142 0.12
H -4.09951 0.80528 -1.21612 0.19
H -2.33557 -0.04788 2.57954 0.09
H -3.99370 -0.45902 2.07166 0.09
H -2.63653 -1.50565 1.57196 0.08
H -2.42598 2.31677 1.42632 0.09
H -2.97157 2.37265 -0.29045 0.10
H -4.14664 1.94653 1.01492 0.09
```

The value obtained for the LUMO energy (alpha / beta) is 1.84 / 2.69 eV. As for the total energy: -99019.78449 eV. Its total charge is -1.